No. 1
116
Properties=species:S:1:pos:R:3 method="wB97M-V/def2-TZVPD" energy_ev=-101936.807 de_lowest_kcal_mol=0.00 largest_force_ha_per_bohr=0.01662 total_charge=0 orbital_gap_ev=8.42
Ti 0.525 -0.606 0.045
O 0.218 1.035 -0.817
C 1.025 1.933 -1.513
C 2.362 1.223 -1.808
C 3.139 0.846 -0.574
C 4.433 1.306 -0.374
C 5.141 0.880 0.735
C 4.554 -0.018 1.606
C 3.257 -0.448 1.365
C 2.592 -1.452 2.266
C 1.332 -0.881 2.951
O 0.388 -0.563 1.960
C 1.782 0.380 3.701
C 1.714 1.633 3.104
C 2.228 2.753 3.744
C 2.826 2.633 4.989
C 2.900 1.385 5.593
C 2.382 0.269 4.955
C 0.697 -1.881 3.915
C 1.215 -3.145 4.163
C 0.592 -4.009 5.060
C -0.563 -3.617 5.714
C -1.098 -2.359 5.459
C -0.474 -1.504 4.571
N 2.568 0.012 0.309
C 1.226 3.196 -0.666
C 0.277 3.523 0.296
C 0.408 4.676 1.056
C 1.491 5.523 0.863
C 2.442 5.205 -0.095
C 2.308 4.050 -0.854
C 0.313 2.330 -2.810
C 0.980 2.939 -3.870
C 0.296 3.311 -5.018
C -1.070 3.087 -5.121
C -1.744 2.496 -4.063
C -1.058 2.123 -2.916
H 3.010 1.811 -2.456
H 2.106 0.308 -2.351
H 4.869 1.987 -1.091
H 6.148 1.237 0.911
H 5.081 -0.385 2.476
H 3.320 -1.775 3.010
H 2.287 -2.314 1.665
H 1.261 1.747 2.128
H 2.158 3.717 3.256
H 3.226 3.505 5.489
H 3.357 1.279 6.569
H 2.433 -0.699 5.441
H 2.114 -3.481 3.664
H 1.017 -4.988 5.243
H -1.048 -4.285 6.415
H -2.009 -2.047 5.955
H -0.904 -0.527 4.385
H -0.550 2.849 0.464
H -0.335 4.904 1.811
H 1.594 6.422 1.456
H 3.293 5.855 -0.253
H 3.059 3.825 -1.601
H 2.042 3.139 -3.807
H 0.833 3.778 -5.834
H -1.603 3.377 -6.017
H -2.812 2.322 -4.126
H -1.582 1.664 -2.087
O -1.437 1.423 2.536
N -2.238 0.832 1.601
C -3.044 1.634 1.045
C -3.930 1.104 0.011
C -5.042 1.868 -0.339
C -5.959 1.411 -1.267
C -5.767 0.169 -1.853
C -4.651 -0.586 -1.526
C -3.702 -0.138 -0.606
P -2.200 -1.171 -0.292
C -2.677 -2.299 1.049
C -3.882 -2.197 1.735
C -4.168 -3.067 2.779
C -3.253 -4.044 3.141
C -2.044 -4.145 2.465
C -1.752 -3.270 1.432
C -2.251 -2.229 -1.785
C -2.647 -3.561 -1.808
C -2.686 -4.259 -3.011
C -2.355 -3.626 -4.199
C -1.961 -2.293 -4.183
C -1.892 -1.608 -2.982
H -0.709 0.772 2.575
H -3.083 2.688 1.321
H -5.185 2.830 0.138
H -6.820 2.014 -1.525
H -6.477 -0.215 -2.573
H -4.516 -1.543 -2.011
H -4.603 -1.438 1.457
H -5.108 -2.977 3.309
H -3.473 -4.719 3.959
H -1.316 -4.890 2.757
H -0.796 -3.337 0.922
H -2.930 -4.060 -0.890
H -2.989 -5.299 -3.015
H -2.396 -4.171 -5.133
H -1.687 -1.792 -5.103
H -1.555 -0.576 -2.977
C 1.197 -4.429 -0.998
C 1.728 -3.076 -1.478
C 1.465 -2.924 -2.977
C 3.234 -2.986 -1.213
N 1.064 -2.028 -0.742
H 1.705 -5.256 -1.502
H 0.127 -4.506 -1.201
H 1.350 -4.534 0.079
H 1.894 -3.759 -3.538
H 1.906 -1.997 -3.351
H 0.393 -2.893 -3.167
H 3.776 -3.745 -1.784
H 3.453 -3.139 -0.154
H 3.616 -2.005 -1.504

=====

No. 2
134
Properties=species:S:1:pos:R:3 method="wB97M-V/def2-TZVPD" energy_ev=-126651.947 de_lowest_kcal_mol=4.19 largest_force_ha_per_bohr=0.03828 total_charge=-2 orbital_gap_ev="4.36 / 4.64"
K -0.306 0.390 -1.013
C 4.735 -2.571 -3.135
C 3.873 -3.396 -2.241
C 3.717 -4.735 -2.420
C 2.859 -5.468 -1.556
N 2.245 -4.878 -0.574
N 2.393 -3.557 -0.387
B 1.551 -3.038 0.742
N 0.171 -3.516 0.870
N -0.177 -3.855 2.138
C -1.420 -4.146 2.404
C -2.401 -4.216 1.397
C -2.056 -3.904 0.105
C -3.081 -3.884 -0.981
C -0.726 -3.503 -0.179
S -0.256 -2.964 -1.709
C -1.758 -4.402 3.869
C -0.629 -3.909 4.775
C -3.039 -3.636 4.226
C -1.980 -5.902 4.090
N 2.217 -2.361 1.794
N 3.588 -2.531 1.822
C 4.255 -2.007 2.811
C 3.652 -1.336 3.883
C 2.303 -0.971 3.753
C 1.680 -0.095 4.792
C 1.622 -1.393 2.633
S 0.044 -0.847 2.086
C 5.772 -2.177 2.732
C 6.415 -0.784 2.706
C 6.278 -2.949 3.955
C 6.181 -2.918 1.459
C 3.148 -2.743 -1.179
S 3.201 -1.090 -0.963
C 2.560 -6.956 -1.691
C 3.335 -7.589 -2.848
C 1.057 -7.126 -1.947
C 2.942 -7.668 -0.390
H 5.168 -3.185 -3.926
H 5.530 -2.092 -2.560
H 4.154 -1.756 -3.568
H 4.230 -5.234 -3.233
H -3.421 -4.485 1.637
H -4.021 -4.311 -0.626
H -2.728 -4.426 -1.859
H -3.261 -2.857 -1.301
H -0.469 -2.838 4.642
H 0.317 -4.399 4.547
H -0.890 -4.103 5.820
H -2.949 -2.582 3.959
H -3.224 -3.709 5.301
H -3.916 -4.037 3.713
H -1.070 -6.462 3.868
H -2.778 -6.280 3.447
H -2.261 -6.096 5.129
H 4.233 -0.990 4.728
H 2.114 -0.331 5.767
H 0.603 -0.236 4.845
H 1.857 0.965 4.596
H 6.146 -0.198 3.586
H 6.084 -0.234 1.823
H 7.505 -0.874 2.670
H 6.049 -2.425 4.884
H 7.362 -3.081 3.896
H 5.815 -3.937 4.003
H 5.840 -2.385 0.572
H 5.754 -3.919 1.422
H 7.274 -3.001 1.430
H 3.066 -7.145 -3.808
H 3.098 -8.654 -2.898
H 4.415 -7.494 -2.716
H 0.754 -6.599 -2.853
H 0.479 -6.710 -1.124
H 0.811 -8.186 -2.057
H 4.012 -7.572 -0.192
H 2.699 -8.733 -0.459
H 2.404 -7.239 0.453
C 3.751 2.906 -1.316
O 3.187 3.789 -2.276
C 1.943 4.297 -1.913
C 1.809 5.658 -1.787
C 0.577 6.243 -1.489
C -0.519 5.412 -1.336
C -0.436 4.029 -1.488
C -1.689 3.277 -1.326
N -1.918 2.133 -1.828
N -3.183 1.570 -1.572
C -3.207 0.672 -0.617
O -2.319 0.302 0.203
C -4.548 -0.020 -0.482
C -5.525 0.029 -1.471
C -6.720 -0.654 -1.313
C -6.961 -1.390 -0.161
C -5.992 -1.442 0.833
C -4.792 -0.767 0.670
C 0.831 3.390 -1.766
O 0.979 2.137 -1.852
H 4.670 2.512 -1.752
H 3.067 2.082 -1.105
H 4.001 3.450 -0.396
H 2.699 6.264 -1.927
H 0.486 7.317 -1.382
H -1.489 5.841 -1.098
H -2.477 3.769 -0.735
H -5.322 0.608 -2.362
H -7.471 -0.618 -2.095
H -7.897 -1.924 -0.039
H -6.167 -2.016 1.737
H -4.008 -0.807 1.417
C 1.354 5.876 2.905
C 0.876 5.010 3.881
C 0.775 3.653 3.622
C 1.153 3.139 2.378
C 1.650 4.015 1.415
C 1.740 5.374 1.671
C 1.056 1.709 2.063
C 0.014 0.917 2.351
C -1.294 1.405 2.856
C -1.910 2.490 2.230
C -3.152 2.926 2.650
C -3.799 2.282 3.699
C -3.194 1.205 4.327
C -1.949 0.765 3.902
H 1.420 6.939 3.106
H 0.571 5.395 4.847
H 0.391 2.981 4.379
H 1.923 3.636 0.439
H 2.090 6.035 0.888
H 1.914 1.253 1.575
H -1.423 2.957 1.386
H -3.635 3.744 2.130
H -4.785 2.607 4.009
H -3.701 0.689 5.135
H -1.486 -0.096 4.368

=====

No. 3
129
Properties=species:S:1:pos:R:3 method="wB97M-V/def2-TZVPD" energy_ev=-86216.936 largest_force_ha_per_bohr=0.03174 total_charge=-1 orbital_gap_ev="5.23 / 5.06"
Pt -0.196 0.796 0.055
C 2.540 -3.658 -0.139
C 3.207 -2.474 0.567
C 4.269 -2.965 1.554
C 3.755 -1.492 -0.460
C 4.791 -1.906 -1.291
C 5.266 -1.096 -2.308
C 4.658 0.131 -2.527
C 3.612 0.589 -1.729
C 2.984 1.925 -2.090
C 1.561 1.739 -2.627
C 3.058 2.956 -0.964
C 3.191 -0.206 -0.640
N 2.167 0.216 0.232
C 2.453 0.433 1.497
C 1.422 0.518 2.490
N 0.147 0.379 2.165
C -0.802 0.054 3.155
C -1.791 0.981 3.524
C -2.717 0.626 4.499
C -2.673 -0.614 5.116
C -1.705 -1.529 4.732
C -0.773 -1.226 3.745
C 0.213 -2.295 3.300
C -0.518 -3.465 2.636
C 1.097 -2.782 4.450
C -1.838 2.353 2.884
C -1.755 3.476 3.918
C -3.070 2.508 1.990
C 2.058 0.733 3.800
C 1.615 0.898 5.087
C 2.576 1.115 6.114
C 3.924 1.172 5.870
C 4.408 1.013 4.542
C 5.762 1.075 4.108
C 6.060 0.931 2.778
C 5.062 0.706 1.787
C 3.754 0.625 2.183
C 3.456 0.791 3.558
H 2.101 -4.343 0.594
H 3.263 -4.222 -0.738
H 1.743 -3.313 -0.803
H 2.431 -1.966 1.132
H 5.036 -3.561 1.048
H 3.810 -3.598 2.320
H 4.764 -2.132 2.055
H 5.229 -2.888 -1.138
H 6.084 -1.424 -2.939
H 4.996 0.761 -3.344
H 3.581 2.316 -2.920
H 0.919 1.292 -1.854
H 1.560 1.069 -3.492
H 1.122 2.699 -2.917
H 2.444 2.665 -0.115
H 2.710 3.932 -1.322
H 4.088 3.069 -0.610
H -3.480 1.344 4.787
H -3.397 -0.871 5.882
H -1.681 -2.510 5.197
H 0.861 -1.851 2.548
H -1.212 -3.943 3.335
H 0.199 -4.222 2.300
H -1.088 -3.128 1.767
H 0.508 -3.293 5.218
H 1.621 -1.948 4.923
H 1.847 -3.490 4.081
H -0.958 2.430 2.254
H -2.636 3.495 4.569
H -1.693 4.444 3.411
H -0.866 3.367 4.545
H -3.994 2.471 2.580
H -3.100 1.713 1.239
H -3.046 3.471 1.465
H 0.562 0.866 5.335
H 2.220 1.242 7.130
H 4.621 1.345 6.684
H 6.553 1.244 4.830
H 7.095 0.988 2.461
H 5.354 0.595 0.751
C -0.999 -3.537 -2.937
C -2.416 -3.110 -2.586
N -2.657 -1.694 -2.843
C -2.233 -0.714 -1.998
S -1.704 -1.050 -0.416
N -2.275 0.532 -2.449
C -2.783 0.987 -3.728
C -1.684 1.104 -4.777
H -0.869 -4.611 -2.784
H -0.285 -3.006 -2.305
H -0.770 -3.313 -3.983
H -2.615 -3.289 -1.534
H -3.151 -3.674 -3.164
H -2.677 -1.440 -3.817
H -1.948 1.261 -1.815
H -3.226 1.966 -3.551
H -3.591 0.331 -4.064
H -0.921 1.803 -4.431
H -2.088 1.463 -5.728
H -1.195 0.141 -4.953
O 1.048 3.620 1.764
C 0.342 3.878 0.809
N 0.062 5.161 0.378
C -0.825 5.181 -0.753
C -1.011 3.644 -0.941
O -1.704 3.176 -1.852
N -0.314 2.972 -0.021
C -2.168 5.865 -0.450
C -3.310 5.593 -1.202
C -4.511 6.229 -0.922
C -4.597 7.152 0.111
C -3.470 7.425 0.868
C -2.269 6.784 0.591
C -0.172 5.786 -2.006
C 1.021 6.493 -1.905
C 1.622 7.047 -3.031
C 1.041 6.893 -4.279
C -0.144 6.178 -4.391
C -0.747 5.632 -3.267
H 0.399 5.946 0.899
H -3.265 4.844 -1.980
H -5.389 5.988 -1.511
H -5.538 7.643 0.330
H -3.520 8.133 1.687
H -1.413 6.999 1.214
H 1.507 6.594 -0.945
H 2.554 7.589 -2.926
H 1.512 7.316 -5.159
H -0.603 6.037 -5.363
H -1.653 5.054 -3.373